C27H43BrN2P2Tc | ωB97M-V/def2-TZVPD

```
! wB97M-V def2-TZVPD RIJCOSX def2/J DEFGRID3
* xyz 4 4
N 5.1414 -4.1908 5.0324
C 4.5447 -3.2056 5.7056
C 3.1816 -2.9217 5.5580
C 2.4119 -3.6761 4.6354
C 3.0628 -4.7433 3.9713
C 4.4324 -4.9495 4.2000
C 1.0444 -3.3026 4.3247
Tc -1.8259 -0.7293 -0.4350
P -2.4925 2.7689 -3.9477
C 0.2968 -3.8460 3.3185
C -0.8298 -3.1435 2.7186
C -1.2624 -3.4760 1.4225
C -2.1033 -2.5747 0.6684
C -2.2500 -1.2939 1.3244
C -2.1232 -1.0686 2.6876
C -1.4067 -2.0314 3.3968
Br -2.0828 0.6122 -3.2950
H 0.6375 -2.4899 4.9323
H 0.5534 -4.8105 2.8734
H 2.7364 -2.1099 6.1293
H 2.5338 -5.3892 3.2756
H 5.1612 -2.6090 6.3860
H 4.9603 -5.7547 3.6796
H -0.9709 -4.4336 0.9802
H -1.2191 -1.9021 4.4631
H -2.8873 -3.0478 0.0528
H -2.5084 -0.1515 3.1323
P 0.1631 -1.3827 -1.1687
C -3.4513 3.3909 -2.5618
C -4.8882 2.8553 -2.5104
H -3.4323 4.4910 -2.6213
H -2.9063 3.1080 -1.6487
H -5.3526 3.1792 -1.5720
H -5.5048 3.2407 -3.3334
H -4.9190 1.7606 -2.5329
C -3.4202 2.6718 -5.4859
C -3.9465 4.0188 -5.9918
H -4.2450 1.9622 -5.3207
H -2.7471 2.2116 -6.2279
H -4.5026 3.8639 -6.9245
H -4.6407 4.4922 -5.2829
H -3.1409 4.7276 -6.2211
C -0.8851 3.5372 -4.1871
C -0.9348 5.0697 -4.2371
H -0.4744 3.1347 -5.1284
H -0.2295 3.1926 -3.3717
H 0.0842 5.4697 -4.3100
H -1.4889 5.4351 -5.1119
H -1.3846 5.4955 -3.3297
C 1.2840 -0.0306 -1.7116
C 1.5460 0.0647 -3.2174
H 2.2269 -0.1784 -1.1652
H 0.8453 0.9027 -1.3256
H 2.2951 0.8462 -3.3988
H 1.9312 -0.8728 -3.6343
H 0.6387 0.3384 -3.7691
C -0.1345 -2.4541 -2.6433
C -1.0335 -3.6514 -2.3485
H 0.8496 -2.7773 -3.0099
H -0.5890 -1.8151 -3.4136
H -1.2091 -4.2030 -3.2810
H -0.5741 -4.3438 -1.6318
H -2.0120 -3.3446 -1.9545
C 1.3385 -2.4482 -0.2052
C 1.9444 -1.7749 1.0233
H 2.1288 -2.7580 -0.9088
H 0.7834 -3.3521 0.0843
H 2.4048 -2.5364 1.6663
H 2.7240 -1.0510 0.7559
H 1.1838 -1.2573 1.6243
C -0.0695 2.2806 2.2823
C -0.5963 1.4848 1.2083
N -1.0831 0.8124 0.3880
H 0.1829 1.6422 3.1429
H -0.8177 3.0257 2.5880
H 0.8383 2.7990 1.9466
*
```

LUMO energy (spin up / spin down), eV: -12.71 / -13.90
HOMO-LUMO gap (spin up / spin down), eV: 6.5 / 5.3
Total energy, eV: -122452.206

Here are the Löwdin charges for atoms 1 to 4, given in e: 0.150 -0.049 0.053 -0.164